(1)
Density functional theory data (ωB97M-V/def2-TZVPD) for C42H57AsN4O10PbS2Te2 as an isolated structure at a distorted geometry.

Kohn-Sham gap (alpha / beta), eV: 6.32 / 5.60
Net charge: -1
Multiplicity: 2
Energy above the lowest of the compared OMol25 structures with the same formula, charge and spin, kcal per mole: 121.7

Atoms and positions in Å:
H -5.93 2.05 3.61
H 3.84 -5.80 -0.13
H -4.48 -3.17 -0.82
H 3.03 -2.45 -3.91
H -1.34 -3.52 6.00
H 0.44 5.28 2.80
C 0.94 -1.07 1.82
H -2.02 -1.61 -3.91
H 0.49 -1.93 -0.61
H 1.21 -3.57 2.57
H 3.91 4.27 2.33
O -0.23 2.06 -0.37
C -2.37 -1.60 -2.89
O 2.33 4.67 -2.76
H -3.66 -4.56 -3.01
Pb 1.98 0.64 -0.18
H -3.74 3.26 -1.60
H 4.71 3.34 -0.44
C 3.76 -4.87 -0.71
S 5.11 1.33 0.76
C -0.87 -3.00 5.17
C -3.85 -3.57 -3.42
H -4.49 -2.39 1.22
H 3.08 1.39 -5.28
H -3.89 1.51 -1.82
H -0.14 -4.13 0.52
H -3.38 -3.49 -4.39
H 4.72 -1.61 -0.33
O 2.18 -1.09 1.70
C -3.53 2.29 -1.15
H -3.22 0.02 3.61
H 4.22 -3.61 0.97
H 2.23 -1.35 -5.02
C 1.17 4.78 -0.40
C 4.29 -2.47 -0.84
H 7.52 1.33 1.32
N 0.14 -0.69 0.85
H -4.19 -0.66 1.44
H -0.65 -5.90 -1.21
H 4.76 -2.53 -1.84
C 1.47 -5.58 -1.05
H -0.01 0.42 -1.91
H -1.24 -3.51 -0.73
N 2.37 -4.49 -0.75
C 0.48 5.47 1.74
H 6.86 -0.31 1.15
C -6.13 2.61 1.56
N 0.70 -2.86 -0.96
C -0.24 -3.88 -0.55
S 1.89 3.79 -1.70
C -4.18 2.19 0.19
C 0.55 -3.04 3.24
O 3.10 4.43 2.81
C -0.05 -3.70 4.30
C -7.55 3.11 1.68
H 4.15 -5.07 -1.72
H -1.25 1.22 -2.87
H 2.77 2.48 -3.91
H 1.40 -1.90 -3.55
C -1.84 -0.65 -2.02
C 6.88 0.69 0.73
C 2.04 -3.16 -0.89
O 3.00 2.28 1.25
As 1.87 3.11 2.17
H 0.02 -4.81 -2.44
H -5.98 3.11 -0.51
Te 3.21 0.06 -2.82
H -8.18 2.65 0.92
C 2.35 -1.60 -3.98
H -0.49 7.38 1.86
C -3.52 1.64 1.28
O 2.88 2.79 -1.38
C 0.61 5.91 -0.97
H -1.66 -1.09 5.71
C 0.32 -1.69 3.04
C 0.07 -5.11 -1.39
H -4.93 -3.45 -3.54
H 6.33 2.73 -0.79
H -2.46 1.60 3.79
N 2.89 -2.20 -0.99
C -3.74 -2.45 -1.17
H -2.45 2.19 -1.03
C 1.11 4.51 0.95
C 0.00 6.85 -0.16
C -5.45 2.08 2.65
C -4.15 1.61 2.52
C 2.56 1.50 -4.33
O 4.54 0.56 -0.37
C -2.27 -0.58 -0.69
C 5.61 2.92 0.00
O -0.60 1.84 2.03
H -2.92 -1.83 1.83
C -3.32 -2.52 -2.49
C -0.05 6.63 1.21
H 1.49 1.43 -4.48
C -3.42 1.08 3.71
H -3.99 1.25 4.63
H 0.13 -4.76 4.46
H 5.62 -3.99 -0.05
H 1.88 -6.17 -1.89
C -1.05 -1.64 5.00
H -7.58 4.19 1.53
H -0.42 7.75 -0.59
H 6.01 3.57 0.76
H 1.44 -6.25 -0.18
H -0.39 -0.18 -3.52
C -0.82 0.25 -2.62
O -0.47 2.95 -1.41
O 0.60 3.02 -2.35
H -0.57 0.09 3.81
Te -1.51 0.53 1.16
C -0.47 -0.98 3.93
C 4.56 -3.75 -0.06
C -3.23 -1.52 -0.28
H -7.96 2.88 2.66
C -5.48 2.67 0.34
C -3.74 -1.60 1.14
H 7.23 0.64 -0.29
H 0.69 6.04 -2.04

***

(2)
Density functional theory data (ωB97M-V/def2-TZVPD) for a 12-piece molecular cluster, C42H57F27O30S3 overall at a distorted geometry.

Kohn-Sham gap (alpha / beta), eV: 1.97 / 6.85
Net charge: -1
Multiplicity: 2

Atoms and positions in Å:
C -0.68 -0.49 2.32
H -4.42 1.67 -1.72
C -4.72 -2.17 1.53
C -4.11 0.68 -2.06
C 6.88 1.42 -0.45
F 1.71 5.31 -3.08
F -0.37 -1.40 -4.37
H 7.51 1.67 0.39
H 1.76 1.13 5.27
F 0.64 -3.27 4.94
C 2.58 -4.86 0.50
O -8.30 1.64 3.11
F -0.30 3.64 4.16
F -9.70 -0.83 3.50
H -1.75 -6.65 -8.38
H 0.64 1.77 8.10
C -8.59 -0.78 2.74
H 2.33 1.63 7.72
C -0.43 4.95 -2.03
C 7.62 0.57 -1.45
O 5.27 0.92 4.43
H -1.87 -5.97 -5.98
F -6.06 -2.36 1.49
H -3.82 7.61 4.46
O 1.99 -3.74 0.14
H -2.77 8.92 4.90
O -0.57 -5.99 1.92
O 2.57 -5.89 -0.17
F 2.77 -5.79 2.68
F -0.70 -1.82 1.99
F -1.92 0.03 2.22
S 5.56 -0.81 -0.90
C 1.13 -2.73 6.02
H -5.67 1.91 3.58
F -2.09 2.64 3.65
H 5.68 -0.15 2.63
O -3.52 4.96 4.08
F 1.27 -1.96 -5.50
H -1.17 -4.15 1.04
H -5.06 0.16 -2.20
C -3.17 -0.15 -1.16
H 2.86 0.16 2.41
H -0.18 -5.92 -6.56
F 3.70 0.46 -4.82
H -2.55 -5.80 -0.69
C -2.78 7.86 4.69
F -4.19 -3.30 2.03
H -2.76 5.39 -1.10
F -7.71 -1.56 3.35
H -0.78 7.66 3.85
C 0.97 1.05 6.02
F -8.84 -1.31 1.55
H -3.01 4.37 1.26
O -1.55 -8.24 2.81
C -1.52 -5.63 -8.08
F 5.27 2.09 -4.83
H 1.03 3.01 -9.74
F -0.58 -1.41 -6.46
O 4.44 3.26 5.34
H 4.54 -0.94 3.73
H 3.37 -3.02 -2.10
F 2.30 -3.31 6.44
F 1.16 3.27 -2.53
C -6.03 1.64 1.55
H 8.67 0.52 -1.17
C -4.10 -1.91 0.17
C 2.56 2.36 -8.48
O -0.43 6.02 -1.44
O 5.18 -1.97 -0.14
O 0.93 -0.30 6.41
H 1.42 2.94 7.04
C 4.00 1.71 -6.69
C -1.67 -6.02 -0.10
H -0.86 -6.14 -0.83
F -4.54 -1.17 2.37
C -0.09 -2.03 -5.44
C 1.36 1.88 7.29
O 5.48 3.21 3.10
H 6.43 2.29 -0.94
H -0.68 -5.34 -8.70
C 0.71 4.42 -2.98
H -4.40 0.99 2.79
O 2.25 -1.10 4.60
F 0.21 4.19 -4.14
H -5.42 1.40 0.68
H -3.66 0.79 -3.04
H 3.92 1.10 1.58
H -4.50 2.72 2.52
C -2.29 4.86 4.17
O 3.37 1.90 3.35
C 1.76 -0.01 -0.54
C -1.18 -5.49 -6.66
H -1.97 3.06 0.84
O -0.07 -4.23 -4.39
C -2.16 4.11 0.62
C -0.50 -3.55 -5.38
F 0.21 -2.67 7.05
C 1.47 -3.54 -1.19
O -1.86 -7.34 0.44
H -2.61 -0.95 -1.64
O 0.95 -0.59 0.51
F 4.65 -5.12 1.54
C 4.87 0.02 3.35
H -2.74 7.46 5.71
O -3.89 -2.84 -0.65
O 0.34 1.41 1.28
H 0.86 -2.64 -1.13
C 4.05 1.71 -5.14
F -0.21 -0.34 3.57
H 1.05 3.80 -8.20
F 3.17 2.60 -4.56
C -1.58 3.55 4.39
H 2.19 0.96 -0.30
H -1.91 7.39 2.72
O 4.68 -0.35 -2.01
O -3.66 -0.67 0.06
H -3.27 3.87 -1.33
H -2.40 -5.22 1.67
H 0.51 -0.96 -2.14
H 2.11 -3.04 -3.36
H 0.03 1.40 5.59
O 0.36 -8.26 1.20
F -1.84 3.12 5.62
C 3.34 -4.89 1.84
C 3.74 0.77 2.61
C -2.43 4.38 -0.86
C 0.29 0.19 1.33
H 1.78 0.14 -2.76
H 3.36 2.97 -8.90
H 2.77 -4.53 -2.61
O -1.39 5.90 4.11
C 1.50 -1.29 5.59
C 1.09 -0.06 -1.94
H 0.43 0.79 -2.12
F 3.22 -3.67 2.41
O 7.10 -0.75 -1.39
H -1.24 4.65 0.86
H -6.68 2.49 1.33
C -1.78 7.23 3.79
H 2.69 1.39 -8.98
H 7.48 1.01 -2.44
O 2.74 2.08 -7.13
S 4.70 2.50 4.12
O -6.83 0.52 1.77
H 0.80 -4.35 -1.50
O 5.82 0.55 0.01
H -2.51 0.63 -0.79
O -1.11 -4.07 -6.43
C 2.45 -3.50 -2.43
C -1.43 -5.20 1.16
H 0.49 2.02 -8.32
S -0.84 -7.59 1.72
C -7.96 0.59 2.53
H -2.35 -5.01 -8.42
C 1.15 2.82 -8.67
O -1.33 4.06 -1.76
O 4.91 1.17 -7.40
C -5.09 1.82 2.66
H 2.53 -0.77 -0.66

***

(3)
Density functional theory data (ωB97M-V/def2-TZVPD) for C42H57N5PtSi as an isolated structure.

Kohn-Sham gap (alpha / beta), eV: 7.79 / 6.32
Net charge: +2
Multiplicity: 5

Atoms and positions in Å:
C -1.31 0.88 2.06
N 3.29 -0.79 -0.80
H 1.99 1.30 1.96
H 4.48 -0.44 -2.52
H 0.36 -4.46 -2.92
H -1.02 -7.09 0.13
C -1.28 -5.00 0.52
C 1.34 -2.48 -4.09
C -0.27 -5.88 -1.47
H -0.60 7.13 2.30
H 1.37 -1.47 -7.32
H 1.00 0.59 -2.91
C -2.74 1.34 1.72
H 1.66 2.38 -0.24
H -0.80 2.28 3.68
H -1.49 3.53 2.45
H 1.14 2.07 -2.23
C -0.31 -0.79 -4.46
C -3.32 1.18 4.15
N 2.45 0.53 1.47
H -3.33 2.27 4.24
H -1.00 1.22 -1.97
C 1.08 -1.52 -6.28
C -0.47 -3.47 -1.19
C 2.98 -2.79 0.70
H 3.60 1.87 0.38
H -4.02 -1.07 1.62
H 4.33 -2.63 -0.96
C -1.91 0.65 -1.84
H 2.54 -0.23 2.12
H -3.15 2.39 -2.06
H 2.50 -3.07 -5.79
H 2.63 -2.67 -1.41
C -4.27 -0.76 -1.49
H -5.19 -1.32 -1.37
H 3.53 4.19 -0.53
N 1.63 -2.37 1.11
C 0.00 2.73 1.07
H 2.99 5.86 -0.53
C 4.32 -0.15 0.06
C -0.07 -4.59 -1.94
C -2.32 -1.28 2.94
H -2.65 -1.33 5.08
C -1.85 -0.74 -1.64
N 1.48 1.11 -2.18
H -4.05 0.81 4.88
C -1.93 0.63 4.49
C -3.05 -1.43 -1.45
H -1.76 -5.15 1.48
C -0.90 1.21 3.51
N -0.29 1.41 1.11
H 4.45 1.18 1.74
H 3.43 1.76 -1.77
C 2.93 1.05 -2.43
H 1.50 -2.50 2.11
H -0.95 -1.30 4.62
H 3.69 -2.43 1.45
H -2.84 2.42 1.70
H -4.72 1.14 2.51
H -1.13 -0.17 -4.12
H 4.79 -0.91 0.67
C 0.32 -1.67 -3.57
C 3.33 -2.26 -0.68
Si -0.25 -1.72 -1.78
H -0.32 -1.04 2.17
C -1.32 -0.65 1.96
H -1.59 -0.92 0.94
C -0.87 -6.09 -0.24
H 0.08 0.77 3.71
C -0.67 3.76 1.80
C 0.79 5.43 0.88
C 1.10 3.15 0.27
H -5.26 1.13 -1.75
C -0.28 5.09 1.70
H -0.45 -0.03 -6.46
Pt 1.01 -0.15 -0.15
H 0.03 -6.72 -2.07
C 3.44 -0.36 -2.21
H -1.65 0.92 5.50
H 0.93 -2.97 0.67
C 1.50 4.46 0.16
H 2.41 4.77 -1.77
C 1.72 -2.41 -5.42
C -1.01 6.14 2.49
C -3.13 1.32 -1.89
H -2.98 0.98 0.72
H 1.09 6.47 0.81
C 2.67 4.84 -0.71
H -4.45 -1.20 3.32
H -2.07 6.16 2.22
H -2.29 -2.37 2.83
H 5.11 0.26 -0.57
C -3.73 0.76 2.74
C 3.75 0.95 0.94
H 3.17 1.35 -3.45
H 3.08 -3.87 0.68
H -1.42 -2.88 0.65
H -3.05 -2.50 -1.31
H 2.86 -1.04 -2.83
H -0.95 5.95 3.56
C 0.07 -0.72 -5.80
C -1.94 -0.89 4.37
C -1.08 -3.71 0.05
C -4.31 0.61 -1.71
H 1.86 -3.19 -3.45
C -3.73 -0.77 2.63